Computed, not measured: C27H23CrN2O4 as an isolated structure in a non-equilibrium geometry, with the ωB97M-V functional and the def2-TZVPD basis.

The lowest unoccupied orbital energy (alpha / beta) comes out at -5.927 / -7.830 eV. The multiplicity is 4. The charge is +2. As for the HOMO-LUMO gap (alpha / beta): 6.44 / 6.16 eV. The calculation puts the total energy at -2496.8372 Eh. The expectation value of S² is 3.8106. For the HOMO energy (alpha / beta), the calculation gives -12.37 / -13.99 eV.

Last column: Mulliken spin population.
Cartesian coordinates (Å):
O1 5.18 6.53 -0.72  0.148
C1 5.01 5.39 -0.90  -0.011
Cr1 4.64 3.51 -0.84  2.861
C2 3.17 4.02 0.22  -0.100
O2 2.33 4.38 0.93  0.052
C3 5.63 3.59 0.79  -0.128
O3 6.13 3.83 1.81  0.049
C4 5.93 2.86 -2.46  0.005
C5 4.74 3.39 -2.99  0.119
C6 3.49 2.93 -2.53  -0.104
C7 3.35 1.86 -1.59  0.117
C8 1.97 1.42 -1.06  0.066
C9 0.92 0.86 -0.69  0.056
C10 -0.41 0.73 0.22  0.004
C11 -1.33 1.89 -0.49  0.001
C12 -2.60 2.01 0.04  -0.001
C13 -3.47 3.07 -0.26  0.001
C14 -3.04 4.15 -1.02  0.000
C15 -1.73 4.14 -1.50  0.001
C16 -0.86 3.04 -1.22  0.001
C17 4.58 1.40 -1.05  -0.107
C18 5.84 1.86 -1.50  0.004
H1 6.89 3.25 -2.78  -0.003
H2 4.79 4.20 -3.73  -0.004
H3 2.59 3.40 -2.92  -0.005
H4 -0.15 1.22 1.25  0.003
H5 -2.94 1.21 0.70  0.000
H6 -4.48 3.05 0.12  0.000
H7 -3.70 4.99 -1.23  0.000
H8 -1.37 5.00 -2.09  0.000
H9 0.17 3.16 -1.58  -0.003
H10 4.55 0.65 -0.25  -0.013
H11 6.76 1.44 -1.06  -0.009
C19 -3.82 -6.15 2.86  0.000
C20 -3.12 -4.79 2.69  0.000
N1 -2.67 -4.41 1.33  0.000
C21 -2.16 -3.15 1.05  0.000
C22 -1.82 -2.62 -0.22  0.002
C23 -1.28 -1.39 -0.49  -0.001
N2 -1.03 -0.49 0.49  0.000
C24 -1.29 -0.96 1.80  0.000
C25 -1.84 -2.22 2.07  0.000
C26 -2.96 -5.30 0.23  0.000
C27 -3.57 -6.71 0.62  0.000
O4 -4.51 -6.57 1.69  0.000
H12 -3.09 -6.93 3.15  0.000
H13 -4.61 -6.10 3.61  0.000
H14 -3.85 -4.04 3.04  0.000
H15 -2.28 -4.78 3.38  0.000
H16 -2.00 -3.19 -1.10  0.000
H17 -0.98 -0.99 -1.45  -0.001
H18 -1.01 -0.26 2.63  0.000
H19 -2.01 -2.44 3.11  0.000
H20 -3.73 -4.86 -0.45  0.000
H21 -2.06 -5.53 -0.37  0.000
H22 -4.16 -7.14 -0.22  0.000
H23 -2.74 -7.42 0.91  0.000

=====

Computed, not measured: a 4-piece molecular cluster, C27H23F26N3O5 overall in a non-equilibrium geometry, with the ωB97M-V functional and the def2-TZVPD basis.

The lowest unoccupied orbital energy comes out at -1.290 eV. The charge is 0. As for the HOMO-LUMO gap: 8.30 eV. The calculation puts the total energy at -4179.5396 Eh. The SMILES is C=Cc1c(CN)c(F)c2c(c1CN)C(=O)N(F)C2=O.FC(F)C(F)(F)COC(F)(F)C(F)F.FC(F)C(F)(F)COC(F)(F)C(F)F.FC(F)C(F)(F)COC(F)(F)C(F)F. For the HOMO energy, the calculation gives -9.59 eV.

Last column: Löwdin charge in e.
Cartesian coordinates (Å):
C1 0.42 4.35 -6.13  0.041
C2 1.17 5.27 -5.55  -0.117
C3 1.70 5.02 -4.17  -0.111
C4 1.24 5.80 -3.12  -0.086
C5 0.25 6.92 -3.43  -0.172
N1 0.99 8.06 -4.03  0.026
C6 1.69 5.58 -1.85  -0.177
F1 1.24 6.31 -0.83  0.108
C7 2.61 4.60 -1.62  -0.011
C8 3.06 3.82 -2.68  -0.022
C9 2.65 4.01 -3.97  -0.084
C10 3.22 3.15 -5.08  -0.191
N2 2.36 2.04 -5.51  0.022
C11 4.06 2.85 -2.09  -0.283
O1 4.86 2.16 -2.66  0.173
N3 3.90 2.88 -0.64  0.058
F2 2.94 1.91 -0.32  0.006
C12 3.27 4.17 -0.35  -0.291
O2 3.36 4.71 0.73  0.171
H1 0.11 3.49 -5.55  0.070
H2 0.10 4.45 -7.16  0.075
H3 1.40 6.22 -6.04  0.112
H4 -0.54 6.57 -4.09  0.114
H5 -0.11 7.28 -2.46  0.113
H6 1.72 7.70 -4.63  0.049
H7 1.49 8.49 -3.26  0.074
H8 3.42 3.78 -5.96  0.122
H9 4.18 2.75 -4.73  0.097
H10 1.53 1.94 -4.94  0.062
H11 2.12 2.12 -6.49  0.064
F3 -1.47 -2.25 -0.10  0.100
C13 -0.75 -1.65 -1.07  -0.304
F4 -1.18 -2.17 -2.25  0.092
C14 0.75 -1.89 -0.92  -0.433
F5 1.03 -3.21 -1.05  0.134
F6 1.35 -1.26 -1.97  0.103
C15 1.44 -1.36 0.36  -0.034
O3 1.68 -2.28 1.42  0.049
C16 0.70 -2.54 2.36  -0.528
F7 -0.33 -1.69 2.24  0.147
F8 1.25 -2.30 3.57  0.150
C17 0.26 -4.01 2.33  -0.282
F9 -0.24 -4.35 1.13  0.108
F10 -0.72 -4.22 3.25  0.082
H12 -0.98 -0.58 -1.06  0.147
H13 2.44 -1.07 0.04  0.145
H14 0.97 -0.44 0.72  0.134
H15 1.10 -4.67 2.55  0.167
F11 -1.08 -7.81 2.13  0.104
C18 -1.03 -7.02 3.22  -0.303
F12 0.27 -6.64 3.37  0.086
C19 -1.50 -7.74 4.49  -0.433
F13 -0.68 -8.77 4.78  0.132
F14 -1.38 -6.84 5.51  0.108
C20 -2.97 -8.23 4.52  -0.036
O4 -3.22 -9.60 4.23  0.042
C21 -3.38 -10.04 2.93  -0.536
F15 -3.47 -9.00 2.08  0.150
F16 -4.58 -10.67 2.88  0.144
C22 -2.30 -11.04 2.52  -0.287
F17 -1.07 -10.49 2.61  0.103
F18 -2.49 -11.41 1.23  0.099
H16 -1.62 -6.12 3.04  0.155
H17 -3.27 -8.13 5.56  0.148
H18 -3.63 -7.57 3.96  0.146
H19 -2.34 -11.92 3.16  0.175
F19 -1.17 3.28 3.90  0.099
C23 -0.77 4.54 3.67  -0.304
F20 -1.27 5.31 4.66  0.098
C24 -1.27 5.07 2.32  -0.435
F21 -2.62 5.14 2.32  0.133
F22 -0.82 6.35 2.21  0.109
C25 -0.81 4.33 1.05  -0.033
O5 -1.70 3.38 0.46  0.046
C26 -1.73 2.07 0.89  -0.525
F23 -0.71 1.82 1.73  0.150
F24 -1.52 1.30 -0.21  0.120
C27 -3.08 1.69 1.49  -0.285
F25 -3.39 2.46 2.54  0.109
F26 -3.04 0.41 1.91  0.103
H20 0.32 4.58 3.72  0.175
H21 -0.72 5.11 0.28  0.134
H22 0.20 3.93 1.15  0.140
H23 -3.87 1.79 0.74  0.177